# 1
109
Properties=species:S:1:pos:R:3:lowdin_charge:R:1 method="wB97M-V/def2-TZVPD" total_charge=-1 energy_ha=-8912.0219 de_lowest_kj_mol=26.6 lumo_energy_ha=0.0789 homo_energy_ha=-0.1643
Bi -0.349 -0.934 0.899 1.010
Br -2.431 3.320 4.061 0.756
C -0.893 2.289 4.482 -0.583
C -0.166 2.662 5.621 -0.201
C 0.987 2.023 5.955 -0.647
Br 1.918 2.561 7.522 0.716
C 1.496 0.992 5.122 -0.194
C 2.728 0.337 5.340 -0.044
C 3.168 -0.590 4.446 -0.046
C 2.375 -0.884 3.322 -0.161
N 1.214 -0.321 3.110 0.037
C 0.754 0.616 3.984 -0.132
C -0.529 1.231 3.638 -0.455
O -1.187 0.848 2.626 -0.288
H -0.533 3.472 6.238 0.085
H 3.313 0.594 6.213 0.070
H 4.113 -1.100 4.580 0.101
H 2.687 -1.621 2.589 0.052
C -1.743 1.566 -3.579 -0.053
C -0.904 2.538 -2.794 -0.206
C -0.130 3.489 -3.446 -0.079
C 0.638 4.397 -2.731 -0.110
C 0.638 4.343 -1.347 -0.067
C -0.118 3.400 -0.652 -0.227
C -0.075 3.355 0.844 -0.039
C -0.892 2.508 -1.394 -0.208
N -1.711 1.521 -0.756 0.143
C -2.917 1.817 -0.520 -0.262
C -3.529 3.183 -0.728 -0.006
C -3.875 0.761 0.018 -0.257
C -5.335 1.047 -0.239 -0.011
N -3.437 -0.262 0.624 0.146
C -4.407 -1.111 1.272 -0.261
C -4.847 -2.285 0.662 -0.232
C -4.392 -2.684 -0.711 -0.079
C -5.727 -3.100 1.367 -0.059
C -6.154 -2.767 2.641 -0.094
C -5.710 -1.589 3.219 -0.055
C -4.835 -0.744 2.547 -0.229
C -4.338 0.520 3.184 -0.065
H -1.748 1.835 -4.636 0.073
H -2.777 1.544 -3.232 0.071
H -1.368 0.548 -3.464 -0.023
H -0.153 3.525 -4.530 0.100
H 1.226 5.145 -3.251 0.095
H 1.229 5.049 -0.774 0.108
H 0.250 4.316 1.246 0.084
H 0.633 2.594 1.178 0.048
H -1.028 3.091 1.298 0.044
H -2.782 3.899 -1.058 0.082
H -3.959 3.535 0.212 0.092
H -4.337 3.153 -1.460 0.081
H -5.488 1.238 -1.304 0.087
H -5.671 1.937 0.296 0.084
H -5.954 0.208 0.062 0.084
H -4.122 -1.829 -1.325 0.029
H -5.174 -3.253 -1.217 0.076
H -3.494 -3.301 -0.655 0.041
H -6.072 -4.014 0.896 0.106
H -6.828 -3.422 3.179 0.093
H -6.031 -1.317 4.218 0.104
H -4.491 0.490 4.264 0.080
H -4.870 1.399 2.806 0.073
H -3.274 0.673 3.007 0.025
S -1.640 -2.444 2.521 0.550
C -0.733 -3.953 2.609 -0.671
C -1.270 -4.962 3.416 -0.145
C -0.619 -6.169 3.602 -0.119
C 0.599 -6.392 2.969 -0.121
C 1.136 -5.407 2.161 -0.148
C 0.490 -4.181 1.963 -0.673
S 1.260 -3.030 0.878 0.449
H -2.217 -4.779 3.909 0.091
H -1.056 -6.926 4.239 0.090
H 1.126 -7.328 3.101 0.089
H 2.081 -5.574 1.659 0.088
C 6.045 -1.236 -0.993 -0.109
C 5.424 -2.629 -1.029 -0.259
C 4.278 -2.801 -2.024 -0.195
C 3.086 -1.895 -1.750 -0.252
N 3.270 -0.563 -2.324 0.021
C 2.975 0.582 -1.689 -0.809
S 2.373 0.643 -0.111 0.600
N 3.184 1.727 -2.374 0.005
C 3.853 1.856 -3.651 -0.197
C 2.932 1.709 -4.858 -0.205
C 3.634 2.017 -6.171 -0.276
C 2.730 1.814 -7.379 -0.116
H 6.906 -1.211 -0.324 0.066
H 5.336 -0.487 -0.639 0.052
H 6.388 -0.928 -1.985 0.068
H 5.041 -2.870 -0.033 0.107
H 6.198 -3.369 -1.251 0.099
H 3.928 -3.835 -1.986 0.110
H 4.641 -2.641 -3.048 0.107
H 2.966 -1.752 -0.679 0.006
H 2.145 -2.315 -2.111 0.058
H 3.487 -0.520 -3.305 0.117
H 2.842 2.550 -1.902 0.102
H 4.669 1.127 -3.698 0.118
H 4.335 2.836 -3.674 0.125
H 2.074 2.371 -4.717 0.098
H 2.518 0.695 -4.892 0.117
H 4.525 1.386 -6.267 0.108
H 3.998 3.049 -6.149 0.108
H 2.401 0.776 -7.453 0.073
H 3.231 2.071 -8.313 0.066
H 1.835 2.434 -7.302 0.071
I -0.988 -1.885 -1.926 0.032

***

# 2
16
Properties=species:S:1:pos:R:3:nbo_charge:R:1 method="wB97M-V/def2-TZVPD" energy_ha=-325.8940 de_lowest_kj_mol=114.3 lumo_energy_ha=0.0346 homo_energy_ha=-0.3556
C 0.630 0.001 1.022 -0.509
C -0.584 0.752 0.413 -0.448
C -1.335 -0.098 -0.634 -0.176
C -2.439 -0.833 -0.357 -0.386
C 1.665 -0.451 -0.034 0.688
N 2.333 0.598 -0.659 -0.856
O 1.921 -1.586 -0.213 -0.588
H 1.191 0.570 1.764 0.224
H 0.365 -0.896 1.562 0.238
H -0.433 1.761 0.013 0.210
H -1.263 0.925 1.244 0.216
H -0.795 -0.222 -1.589 0.197
H -2.962 -1.449 -1.095 0.205
H -2.900 -0.781 0.604 0.188
H 1.837 1.454 -0.513 0.389
H 2.768 0.255 -1.528 0.408

***

# 3
18
Properties=species:S:1:pos:R:3:nbo_charge:R:1 method="wB97M-V/def2-TZVPD" total_charge=+1 energy_ha=-667.1159 lumo_energy_ha=-0.1214 homo_energy_ha=-0.5439
C -2.239 -0.281 -1.450 -0.627
C -1.192 -1.271 -0.982 -0.221
N -0.583 -0.833 0.323 -0.934
P 0.830 0.005 0.211 1.282
C 1.117 0.762 1.836 -0.391
O 2.094 1.781 1.783 -0.231
O 2.889 1.499 0.613 -0.462
H -1.790 0.626 -1.857 0.209
H -2.841 -0.722 -2.244 0.245
H -2.897 -0.002 -0.630 0.231
H -0.413 -1.401 -1.740 0.191
H -1.620 -2.255 -0.810 0.231
H -0.502 -1.622 0.957 0.423
H 1.922 -0.776 -0.178 0.020
H 0.628 0.951 -0.789 0.036
H 1.421 -0.038 2.523 0.236
H 0.171 1.185 2.177 0.262
H 3.003 2.395 0.258 0.500

***

# 4
80
Properties=species:S:1:pos:R:3:lowdin_charge:R:1 method="wB97M-V/def2-TZVPD" total_charge=-1 energy_ha=-4649.5642 de_lowest_kj_mol=79.6 lumo_energy_ha=0.0755 homo_energy_ha=-0.2445
Cl 1.476 -0.326 -1.633 0.640
O 0.506 -0.509 -0.565 -0.387
O 1.247 -1.289 -2.664 -0.350
O 1.290 1.032 -2.195 -0.422
O 2.829 -0.408 -1.112 -0.368
O 1.843 -5.000 2.860 -0.279
S 0.564 -4.662 3.402 0.543
O -0.369 -5.678 3.670 -0.255
O 0.818 -3.827 4.722 -0.241
C 2.021 -3.022 4.766 -0.292
C 1.783 -1.886 5.622 -0.074
C -0.256 -3.441 2.409 -0.102
H 2.301 -2.691 3.760 0.110
H 2.895 -3.589 5.097 0.131
H 0.865 -1.350 5.398 0.082
H 2.613 -1.187 5.499 0.079
H 1.745 -2.185 6.670 0.090
H -1.073 -3.142 3.062 0.042
H -0.612 -3.912 1.504 0.083
H 0.458 -2.644 2.224 0.073
O -0.220 1.478 3.370 -0.262
S 1.061 2.056 3.463 0.533
O 1.410 2.854 4.592 -0.275
O 2.068 0.845 3.422 -0.266
C 3.476 1.130 3.723 -0.260
C 4.314 0.222 2.873 -0.052
C 1.411 2.969 1.987 -0.107
H 3.564 1.162 4.813 0.118
H 3.736 2.171 3.459 0.112
H 5.366 0.442 3.042 0.085
H 4.009 0.307 1.834 0.086
H 4.117 -0.827 3.121 0.074
H 1.483 2.263 1.163 0.079
H 2.269 3.597 2.176 0.071
H 0.502 3.541 1.811 0.060
O -4.298 -0.704 -0.951 -0.260
S -3.682 -1.277 -2.075 0.553
O -3.434 -2.697 -2.162 -0.286
O -4.551 -0.901 -3.351 -0.280
C -5.255 -1.953 -4.084 -0.238
C -6.511 -2.359 -3.341 -0.075
C -2.235 -0.410 -2.504 -0.118
H -4.598 -2.798 -4.271 0.112
H -5.507 -1.382 -4.975 0.119
H -7.180 -2.854 -4.066 0.079
H -7.052 -1.474 -3.025 0.082
H -6.309 -3.111 -2.586 0.078
H -1.382 -0.887 -2.006 0.049
H -2.299 0.639 -2.263 0.078
H -1.999 -0.642 -3.543 0.085
C -2.484 -0.127 4.441 -0.283
S -3.452 -1.415 3.664 0.781
O -4.883 -1.159 3.820 -0.538
C -2.940 -0.973 2.026 -0.276
H -2.728 0.807 3.947 0.050
H -1.482 -0.442 4.699 0.033
H -2.884 0.062 5.457 0.061
H -3.533 -1.509 1.294 0.038
H -1.853 -0.975 2.011 0.047
H -3.188 0.074 1.785 0.069
C -0.005 4.199 -0.871 -0.273
S -0.526 4.828 -2.484 0.797
O -0.002 6.204 -2.546 -0.563
C 0.582 3.874 -3.501 -0.293
H -0.549 4.752 -0.119 0.044
H 1.073 4.356 -0.872 0.055
H -0.150 3.118 -0.818 0.050
H 0.606 4.329 -4.492 0.047
H 0.237 2.848 -3.664 0.043
H 1.604 3.838 -3.125 0.061
C 4.086 1.802 -7.042 -0.274
S 2.421 1.895 -6.374 0.788
O 1.588 1.458 -7.503 -0.557
C 2.538 0.504 -5.292 -0.273
H 4.288 2.742 -7.552 0.040
H 4.084 0.939 -7.698 0.054
H 4.850 1.730 -6.264 0.053
H 1.638 -0.109 -5.399 0.063
H 2.443 0.801 -4.240 0.023
H 3.404 -0.137 -5.430 0.058

***

# 5
62
Properties=species:S:1:pos:R:3:nbo_charge:R:1 method="wB97M-V/def2-TZVPD" total_charge=+1 energy_ha=-2180.8854 lumo_energy_ha=-0.1446 homo_energy_ha=-0.4071
C -2.817 -1.621 -3.313 -0.334
C -1.866 -1.921 -2.399 -0.250
C -0.725 -0.946 -1.998 -0.168
C -0.257 -1.403 -0.601 -0.370
C 1.032 -0.762 -0.065 -0.421
C 0.798 0.351 0.997 -0.418
C 1.696 0.125 2.201 -0.058
O 1.206 -0.986 2.938 -0.731
C -1.392 0.380 -2.061 0.331
N -0.827 1.254 -2.813 -0.599
P -1.668 2.855 -3.058 1.527
O -0.624 3.970 -2.565 -0.960
O -2.803 2.744 -1.914 -0.985
C 0.452 0.723 -3.437 0.251
O 1.636 1.127 -2.879 -0.512
C 1.996 2.514 -3.024 -0.068
C 1.817 3.078 -4.414 -0.444
C 2.435 4.481 -4.534 -0.607
C 0.328 -0.786 -3.112 -0.564
P 0.158 -1.809 -4.626 0.878
S -1.069 -1.088 -5.958 -0.569
H -3.022 -2.328 -4.115 0.242
H -3.399 -0.704 -3.322 0.195
H -1.906 -2.877 -1.884 0.237
H -0.192 -2.489 -0.624 0.232
H -1.058 -1.157 0.098 0.224
H 1.675 -0.359 -0.843 0.214
H 1.583 -1.555 0.442 0.225
H -0.251 0.343 1.293 0.204
H 1.081 1.301 0.538 0.199
H 2.697 -0.119 1.833 0.166
H 1.748 1.031 2.810 0.176
H 1.943 -1.512 3.245 0.482
H -2.313 0.514 -1.505 0.255
H -0.495 3.963 -1.600 0.508
H -3.633 2.977 -2.349 0.531
H 0.333 0.832 -4.519 0.232
H 1.509 3.112 -2.254 0.169
H 3.059 2.558 -2.788 0.210
H 0.779 3.110 -4.750 0.197
H 2.339 2.421 -5.114 0.219
H 1.878 5.059 -5.268 0.228
H 3.454 4.431 -4.909 0.223
H 2.403 5.005 -3.580 0.207
H 1.278 -1.133 -2.698 0.282
H -0.119 -3.127 -4.236 0.010
H 1.464 -1.815 -5.142 0.003
C -1.450 -3.718 6.889 -0.644
C -1.022 -2.504 7.696 -0.065
O 0.186 -1.916 7.248 -0.534
C 0.174 -1.411 5.927 -0.059
C -0.830 -0.293 5.706 -0.645
H -0.630 -4.433 6.811 0.214
H -2.300 -4.206 7.366 0.220
H -1.750 -3.446 5.875 0.197
H -0.833 -2.804 8.727 0.192
H -1.824 -1.757 7.728 0.159
H 0.015 -2.222 5.208 0.158
H 1.179 -1.027 5.750 0.181
H -1.858 -0.654 5.769 0.202
H -0.690 0.144 4.717 0.211
H -0.708 0.485 6.461 0.215

***

Max |F| for the records above, in order: 0.6 3.2 0.7 2.7 3.0 eV/Å